# 1
The following is a quantum chemistry calculation of C23H25GaN4O3 as an isolated structure, from the Open Molecules 2025 dataset.

* total energy: -3260.4830 hartree
* maximum force: 0.489 eV Å⁻¹
* gap between HOMO and LUMO: 6.297 eV

Geometry as ORCA input:
```
! RIJCOSX wB97M-V def2-TZVPD def2/J DEFGRID3
* xyz 2 1
Ga 0.1551 0.6783 -1.0457
C 2.9568 1.6763 -1.8764
O 1.7876 1.7243 -1.0109
C 1.9378 2.3029 0.3015
C 3.1240 2.8412 0.7392
C 3.1406 3.4059 2.0137
C 1.9974 3.4212 2.8012
C 0.8091 2.8751 2.3393
C 0.7763 2.3026 1.0776
N -0.3329 1.7278 0.4369
N -1.5061 1.7295 0.9618
C -2.5372 1.2049 0.2861
C -2.4937 0.6421 -1.0431
O -1.4471 0.7519 -1.8797
C -3.6177 -0.0123 -1.5526
C -4.7875 -0.0411 -0.8387
C -4.9240 0.5675 0.4292
C -6.1580 0.5402 1.1111
C -6.2829 1.1468 2.3318
C -5.1761 1.7982 2.8951
C -3.9585 1.8300 2.2530
C -3.8070 1.2102 1.0052
H 3.7558 1.1382 -1.3721
H 3.2472 2.6966 -2.1137
H 2.6469 1.1591 -2.7793
H 4.0159 2.8528 0.1319
H 4.0574 3.8452 2.3797
H 2.0291 3.8726 3.7826
H -0.0898 2.8905 2.9382
H -3.5451 -0.4485 -2.5385
H -5.6527 -0.5337 -1.2671
H -7.0018 0.0421 0.6518
H -7.2274 1.1326 2.8566
H -5.2814 2.2912 3.8522
H -3.1251 2.3462 2.7035
C 1.3635 -2.4224 1.5749
N 1.8232 -2.7043 0.2133
C 2.6893 -3.8699 -0.0057
C 3.5682 -3.6147 -1.2114
C 2.6867 -3.3217 -2.4034
N 1.7059 -2.2741 -2.0721
C 1.0880 -1.6282 -3.2196
C 1.3592 -2.0032 -0.8111
O 0.5147 -1.0459 -0.5444
H 2.1113 -2.8003 2.2662
H 0.4123 -2.9158 1.7750
H 1.2526 -1.3531 1.7270
H 2.0733 -4.7623 -0.1426
H 3.2831 -4.0087 0.8948
H 4.1929 -4.4817 -1.4176
H 4.2295 -2.7690 -1.0102
H 2.1430 -4.2164 -2.7173
H 3.2671 -2.9694 -3.2558
H 1.8006 -0.9808 -3.7344
H 0.1913 -1.0742 -2.9428
H 0.7588 -2.3922 -3.9247
*
```

=====

# 2
The following is a quantum chemistry calculation of one molecule with the formula C5H7FN2 at a distorted geometry, from the Open Molecules 2025 dataset.

* total energy: -404.0678 hartree
* structure (SMILES): CCc1c[nH]nc1F
* energy above the lowest of the compared OMol25 structures with the same formula, charge and spin: 102.5 kJ/mol
* maximum force: 3.801 eV Å⁻¹
* gap between HOMO and LUMO: 10.309 eV

Geometry as ORCA input:
```
! RIJCOSX wB97M-V def2-TZVPD def2/J DEFGRID3
* xyz 0 1
C 1.1075 1.0458 -0.9535
C 0.6765 0.0242 0.1390
C -0.6819 -0.5463 -0.3024
C -1.9812 -0.0524 -0.1410
N -2.8086 -0.9110 -0.8212
N -2.1622 -1.9422 -1.3992
C -0.9241 -1.6963 -1.0812
F 0.0300 -2.6121 -1.4926
H 0.4796 1.9172 -0.7968
H 1.0191 0.5104 -1.9286
H 2.1412 1.2684 -0.7895
H 0.5745 0.3465 1.1307
H 1.2774 -0.8120 0.1024
H -2.3868 0.6841 0.5565
H -3.8018 -0.8749 -0.9593
*
```

=====

no.,LUMO (Ha)
1,-0.264
2,0.035